{"formula": "C27H26IrN3O2S6", "method": "ωB97M-V/def2-TZVPD", "elements": ["Ir", "S", "C", "S", "S", "O", "N", "C", "C", "C", "C", "C", "S", "H", "H", "H", "H", "N", "C", "S", "N", "C", "C", "C", "C", "C", "C", "H", "H", "H", "H", "H", "H", "H", "H", "O", "S", "C", "C", "C", "C", "C", "C", "C", "C", "C", "C", "C", "C", "C", "C", "H", "H", "H", "H", "H", "H", "H", "H", "H", "H", "H", "H", "H", "H"], "coordinates": [[-0.3146, -1.5694, 0.2614], [2.4898, -3.4435, -3.0787], [1.5199, -2.7638, -1.9516], [0.8333, -3.6658, -0.6397], [1.0762, -1.0968, -1.8922], [-2.4107, -1.9392, -0.3502], [-3.2079, -2.6907, 0.4114], [-4.5019, -2.7975, 0.0148], [-5.3985, -3.5520, 0.7104], [-4.9613, -4.2343, 1.8511], [-3.6523, -4.1106, 2.2405], [-2.7427, -3.3116, 1.5207], [-1.1135, -3.0829, 2.0139], [-4.7398, -2.2456, -0.8834], [-6.4218, -3.6097, 0.3659], [-5.6460, -4.8537, 2.4190], [-3.2692, -4.6168, 3.1168], [3.2463, 0.4662, 0.5142], [2.7171, -0.6130, 1.0802], [1.2675, -0.4724, 2.0154], [3.3341, -1.7810, 0.9396], [4.5568, -2.0861, 0.2571], [4.6393, -3.3171, -0.3822], [5.8044, -3.6787, -1.0398], [6.8978, -2.8198, -1.0610], [6.8226, -1.6049, -0.3951], [5.6592, -1.2343, 0.2714], [2.6675, 1.2880, 0.5413], [3.8671, 0.3522, -0.2764], [2.7703, -2.5649, 1.2163], [3.7748, -3.9755, -0.3871], [5.8529, -4.6374, -1.5464], [7.8058, -3.1011, -1.5857], [7.6790, -0.9382, -0.3778], [5.6364, -0.3110, 0.8360], [-0.9003, 0.6952, -0.1658], [-0.4312, 1.6165, -1.2774], [-1.7810, 1.7535, -2.4985], [-3.1175, 2.1202, -1.9121], [-3.6283, 3.4035, -2.1054], [-4.8533, 3.7717, -1.5614], [-5.5741, 2.8588, -0.8020], [-5.0633, 1.5820, -0.5926], [-3.8448, 1.2075, -1.1483], [-0.5753, 3.2697, -0.5710], [0.4129, 3.4168, 0.5548], [1.7760, 3.5560, 0.2884], [2.6931, 3.6404, 1.3287], [2.2561, 3.5750, 2.6480], [0.9012, 3.4387, 2.9182], [-0.0154, 3.3587, 1.8754], [-1.7747, 0.7742, -2.9826], [-1.4338, 2.5056, -3.2120], [-3.0662, 4.1212, -2.6984], [-5.2433, 4.7698, -1.7315], [-6.5320, 3.1407, -0.3780], [-5.6194, 0.8704, 0.0111], [-3.4538, 0.2104, -0.9825], [-1.6076, 3.3542, -0.2304], [-0.3824, 3.9743, -1.3868], [2.1177, 3.6163, -0.7438], [3.7500, 3.7590, 1.1108], [2.9729, 3.6216, 3.4616], [0.5543, 3.3881, 3.9452], [-1.0742, 3.2425, 2.0880]], "nbo_charge": [1.083, -0.072, -0.558, -0.129, -0.240, -0.607, 0.011, 0.023, -0.250, -0.170, -0.230, 0.026, -0.124, 0.236, 0.232, 0.227, 0.240, -0.789, 0.386, -0.267, -0.576, 0.110, -0.213, -0.181, -0.214, -0.214, -0.219, 0.427, 0.412, 0.440, 0.245, 0.225, 0.217, 0.215, 0.216, -1.003, 1.284, -0.612, -0.084, -0.206, -0.213, -0.213, -0.212, -0.144, -0.625, -0.058, -0.187, -0.240, -0.204, -0.188, -0.178, 0.265, 0.236, 0.208, 0.217, 0.216, 0.212, 0.233, 0.253, 0.237, 0.208, 0.219, 0.220, 0.221, 0.220], "orbital_gap_ev": [6.4, 6.2], "total_charge": 0, "s_squared": 6.02, "e_above_lowest_kj_mol": 0.0, "spin_multiplicity": 5, "energy_ev": -104834.396}

{"formula": "C13H24BrCl2N2O8P2", "method": "ωB97M-V/def2-TZVPD", "elements": ["C", "C", "Cl", "C", "Cl", "C", "C", "C", "N", "N", "C", "Br", "H", "H", "H", "H", "H", "H", "C", "O", "P", "O", "O", "C", "O", "C", "H", "H", "H", "H", "H", "H", "H", "H", "H", "C", "O", "P", "O", "O", "C", "O", "C", "H", "H", "H", "H", "H", "H", "H", "H", "H"], "coordinates": [[8.0499, 3.6493, -2.3509], [7.7723, 3.8073, -3.8160], [9.0799, 4.1531, -4.8875], [6.5421, 3.6987, -4.3276], [6.2270, 3.9090, -6.0293], [5.3430, 3.4274, -3.5136], [4.6819, 4.4004, -2.7826], [3.5251, 4.0309, -2.0680], [2.9854, 2.8427, -1.9658], [3.6617, 1.9588, -2.6889], [4.7258, 2.1638, -3.4284], [5.4424, 0.7134, -4.3965], [7.1574, 3.7268, -1.7294], [8.7635, 4.3970, -1.9989], [8.4901, 2.6634, -2.1646], [5.0213, 5.4285, -2.7438], [3.0018, 4.8151, -1.5272], [3.2916, 1.0070, -2.6524], [-2.0606, -1.1533, 0.2365], [-0.6407, -0.8951, 0.3239], [0.3385, -2.0572, -0.3609], [0.6426, -2.9000, 0.8283], [1.5283, -1.0031, -0.7156], [1.5639, 0.3355, -0.2502], [0.8706, -3.0117, -1.5997], [-0.0084, -4.0959, -1.9600], [-2.5889, -0.3384, 0.7236], [-2.3741, -1.1993, -0.8071], [-2.3057, -2.0912, 0.7375], [1.6614, 0.3741, 0.8345], [0.6822, 0.8858, -0.5733], [2.4389, 0.8117, -0.6876], [-0.9807, -3.7172, -2.2760], [-0.1336, -4.7789, -1.1192], [0.4442, -4.6315, -2.7900], [-5.8937, -2.4965, 6.0222], [-5.9754, -2.9376, 4.6544], [-6.3796, -1.7483, 3.5256], [-7.8512, -2.0542, 3.5401], [-5.5744, -2.5179, 2.3414], [-4.9243, -3.7746, 2.5023], [-6.4629, -0.4395, 2.4862], [-6.8989, 0.7903, 3.0860], [-5.6403, -3.3543, 6.6402], [-5.1143, -1.7412, 6.1370], [-6.8537, -2.0900, 6.3473], [-5.6468, -4.5606, 2.7172], [-4.1686, -3.7308, 3.2832], [-4.4274, -4.0083, 1.5611], [-6.2230, 1.0930, 3.8872], [-7.9113, 0.6845, 3.4785], [-6.8940, 1.5589, 2.3168]], "nbo_charge": [-0.663, 0.031, 0.092, -0.157, 0.072, -0.034, -0.114, 0.031, -0.114, -0.275, 0.185, 0.241, 0.218, 0.260, 0.252, 0.271, 0.244, 0.456, -0.269, -0.742, 2.402, -1.052, -0.820, -0.227, -0.714, -0.273, 0.209, 0.175, 0.199, 0.201, 0.189, 0.138, 0.174, 0.207, 0.206, -0.269, -0.712, 2.313, -1.018, -0.804, -0.239, -0.689, -0.273, 0.204, 0.169, 0.194, 0.194, 0.185, 0.179, 0.168, 0.204, 0.198], "orbital_gap_ev": 5.3, "total_charge": 1, "energy_ev": -146885.637}

{"formula": "BrH2NO2S", "method": "ωB97M-V/def2-TZVPD", "elements": ["N", "O", "O", "S", "Br", "H", "H"], "coordinates": [[-1.2239, -0.6918, -0.1518], [0.5937, 1.3493, 1.0833], [1.0016, 0.8409, -1.3088], [0.7486, 0.4098, -0.0045], [2.3308, -1.2698, 0.3847], [-1.6880, -0.4483, 0.7905], [-1.7628, -0.1901, -0.7934]], "nbo_charge": [-0.564, -0.836, -0.854, 1.825, -0.221, 0.334, 0.317], "orbital_gap_ev": [9.0, 6.8], "total_charge": 0, "s_squared": 2.01, "e_above_lowest_kj_mol": 110.5, "spin_multiplicity": 3, "energy_ev": -86490.907}

{"formula": "C11H18LiN4O3S2", "method": "ωB97M-V/def2-TZVPD", "elements": ["Li", "C", "C", "N", "C", "C", "C", "C", "C", "C", "C", "N", "C", "C", "N", "N", "H", "H", "H", "H", "H", "H", "H", "H", "H", "H", "H", "H", "H", "H", "H", "H", "H", "H", "O", "S", "O", "O", "S"], "coordinates": [[0.0843, -0.2301, -1.3085], [0.7069, -3.1109, -0.8983], [-0.6033, -2.8314, -0.1762], [-1.5069, -2.0385, -1.0033], [-2.6010, -1.4375, -0.2298], [-2.1440, -0.2047, 0.5437], [-2.9692, 0.4331, 1.4371], [-2.4075, 1.5659, 2.1095], [-1.1966, 2.0586, 1.7717], [-0.4652, 1.4660, 0.6364], [1.0549, 1.4481, 0.7511], [1.6753, 0.9038, -0.4684], [2.7735, -0.0121, -0.2362], [2.2465, -1.4223, 0.0025], [1.4604, -1.8803, -1.1501], [-0.9036, 0.1756, 0.2597], [0.4930, -3.5810, -1.8629], [1.2923, -3.8332, -0.3104], [-0.4067, -2.2494, 0.7248], [-1.0513, -3.7849, 0.1425], [-1.8957, -2.6250, -1.7319], [-3.0679, -2.1638, 0.4508], [-3.3686, -1.1203, -0.9397], [-3.9630, 0.0662, 1.6575], [-2.9690, 2.0452, 2.9054], [-0.7839, 2.9416, 2.2443], [1.2875, 0.7878, 1.5950], [1.4306, 2.4469, 0.9862], [1.9529, 1.7018, -1.0397], [3.4122, 0.2738, 0.6124], [3.4152, -0.0145, -1.1241], [1.5818, -1.4040, 0.8689], [3.0713, -2.1128, 0.2312], [2.0810, -2.0170, -1.9386], [0.6478, 4.6238, 0.2485], [0.5907, 4.1048, -1.1107], [0.0397, 4.9918, -2.1125], [1.8599, 3.4854, -1.5198], [-0.8541, 2.5536, -1.0180]], "nbo_charge": [0.859, -0.217, -0.242, -0.638, -0.248, 0.231, -0.448, -0.176, -0.305, 0.134, -0.268, -0.725, -0.212, -0.236, -0.664, -0.778, 0.186, 0.169, 0.227, 0.166, 0.354, 0.168, 0.207, 0.192, 0.191, 0.218, 0.180, 0.234, 0.443, 0.175, 0.185, 0.207, 0.165, 0.363, -1.020, 2.279, -0.999, -1.052, -0.305], "orbital_gap_ev": 5.1, "total_charge": -1, "energy_ev": -45680.620}

{"formula": "C3H5B", "method": "ωB97M-V/def2-TZVPD", "elements": ["B", "C", "C", "C", "H", "H", "H", "H", "H"], "coordinates": [[0.6422, -1.1616, 0.1938], [1.1390, 0.2654, -0.2062], [-1.2093, -0.3587, -0.1572], [-0.1826, 0.4339, 0.3700], [2.0434, 0.7118, 0.3884], [1.0882, 0.2008, -1.2698], [-1.0623, -0.5264, -1.1721], [-2.0675, -0.4175, 0.4853], [-0.3910, 0.8522, 1.3677]], "nbo_charge": [0.327, -0.843, -0.422, -0.309, 0.279, 0.273, 0.223, 0.242, 0.230], "orbital_gap_ev": 7.6, "total_charge": 0, "e_above_lowest_kj_mol": 251.2, "energy_ev": -3863.339}

{"formula": "C4H9N", "method": "ωB97M-V/def2-TZVPD", "elements": ["C", "C", "C", "C", "N", "H", "H", "H", "H", "H", "H", "H", "H", "H"], "coordinates": [[1.9228, -0.2935, 0.7189], [1.0695, 0.8043, 0.1468], [-0.3074, 0.2834, 0.4766], [-0.9299, -0.7271, -0.4152], [-2.1857, -0.3153, -1.1314], [-0.6559, 0.4926, 1.4804], [2.9639, -0.3751, 0.3907], [1.8054, -0.4364, 1.7915], [1.2483, 1.8195, 0.5559], [1.1923, 0.9225, -0.9323], [-1.1290, -1.6816, 0.0875], [-0.2055, -1.0050, -1.1880], [-2.8419, -0.0539, -0.3974], [-1.9470, 0.5656, -1.5841]], "nbo_charge": [-0.784, -0.480, -0.327, -0.290, -0.869, 0.156, 0.141, 0.144, 0.129, 0.172, 0.164, 0.185, 0.327, 0.333], "orbital_gap_ev": [6.0, 5.2], "total_charge": -1, "s_squared": 0.76, "e_above_lowest_kj_mol": 176.1, "spin_multiplicity": 2, "energy_ev": -5780.362}